74
Properties=species:S:1:pos:R:3:lowdin_spin:R:1 method="wB97M-V/def2-TZVPD" molar_mass_g_mol=861.4 multiplicity=3 s_squared=2.01 largest_force_ev_per_a=1.331 e_tot_ha=-2463.677801 homo_lumo_gap_ev="7.53 / 6.87" charge=+2 e_lumo_ev="-5.9 / -7.4"
Pt 1.097 0.173 -0.706 1.27
C 2.423 2.404 1.678 0.00
C 3.422 2.256 0.584 0.01
C 4.647 2.923 0.649 0.00
C 5.575 2.728 -0.354 0.00
C 5.261 1.874 -1.400 0.00
C 4.016 1.252 -1.420 0.01
N 3.126 1.454 -0.432 0.10
C 3.621 0.347 -2.511 0.01
C 4.468 0.039 -3.577 0.00
C 4.006 -0.779 -4.593 0.00
C 2.720 -1.284 -4.523 0.00
C 1.927 -0.968 -3.419 0.01
N 2.391 -0.171 -2.453 0.08
C 0.528 -1.409 -3.315 0.01
C 0.002 -2.383 -4.154 0.00
C -1.365 -2.620 -4.135 0.00
C -2.159 -1.854 -3.308 0.00
C -1.566 -0.919 -2.453 0.01
C -2.403 -0.074 -1.568 0.00
N -0.248 -0.747 -2.438 0.09
H 2.921 2.594 2.625 0.00
H 1.822 1.500 1.755 0.00
H 1.761 3.246 1.472 0.00
H 4.863 3.567 1.486 0.00
H 6.532 3.223 -0.325 0.00
H 5.983 1.703 -2.180 0.00
H 5.468 0.427 -3.627 0.00
H 4.637 -1.014 -5.435 0.00
H 2.337 -1.892 -5.324 0.00
H 0.641 -2.950 -4.808 0.00
H -1.796 -3.367 -4.781 0.00
H -3.229 -1.973 -3.307 0.00
H -3.386 0.082 -2.003 0.00
H -1.939 0.893 -1.400 0.00
H -2.554 -0.545 -0.599 0.00
C 3.087 -2.025 2.397 0.03
Te 3.090 -1.607 0.286 0.25
C 2.620 -3.633 -0.246 0.03
H 2.267 -2.677 2.679 0.00
H 3.035 -1.093 2.950 0.00
H 4.031 -2.514 2.625 0.01
H 3.363 -4.274 0.218 0.01
H 2.692 -3.728 -1.323 0.00
H 1.627 -3.922 0.083 0.00
C -6.066 -0.967 0.870 0.00
C -6.229 0.236 1.770 0.00
S -4.607 1.013 2.003 0.00
O -3.810 0.824 0.810 0.00
O -4.697 2.350 2.499 0.00
C -3.738 0.024 3.298 0.00
C -2.478 0.782 3.698 0.00
N -1.659 1.106 2.545 0.00
C -0.891 0.260 1.831 0.00
N -0.388 0.864 0.761 0.04
C -0.873 2.136 0.759 0.01
C -1.667 2.298 1.862 0.00
N -2.286 3.519 2.310 0.00
O -2.571 4.305 1.451 0.00
O -2.364 3.673 3.505 0.00
C -0.617 -1.145 2.205 0.00
H -7.035 -1.351 0.562 0.00
H -5.525 -1.766 1.372 0.00
H -5.509 -0.672 -0.017 0.00
H -6.604 -0.011 2.758 0.00
H -6.864 0.997 1.324 0.00
H -3.535 -0.943 2.850 0.00
H -4.398 -0.078 4.153 0.00
H -1.882 0.205 4.410 0.00
H -2.773 1.725 4.169 0.00
H -0.656 2.856 -0.009 0.00
H -0.144 -1.198 3.185 0.00
H 0.042 -1.586 1.455 0.00
H -1.538 -1.721 2.241 0.00